Entry 1:
Molecular formula: C4H6N2O
Method: DFT, ωB97M-V/def2-TZVPD

XYZ file:
```
13
Properties=species:S:1:pos:R:3:mulliken_charge:R:1
N 0.642 0.640 -0.112 -0.0464
C -0.540 1.188 0.341 0.0890
N 1.636 -1.528 -0.455 -0.5528
H 1.466 1.185 -0.300 0.2255
H -1.020 -2.044 0.712 0.3861
H -1.206 2.589 -0.700 0.3364
C -1.354 0.182 0.755 -0.4686
H 2.286 -0.993 -1.016 0.2497
C 0.576 -0.724 -0.001 0.1129
C -0.644 -1.046 0.535 -0.4754
O -0.757 2.525 0.155 -0.5425
H -2.365 0.303 1.122 0.4341
H 1.281 -2.278 -1.036 0.2521
```

The HOMO energy comes out at -7.34 eV. The value obtained for the energy relative to the best compared isomer or geometry (same formula, charge and spin) is 25.6 kcal/mol. As for the HOMO-LUMO gap: 8.07 eV. Its net charge is 0. The total energy comes out at -340.754186 Eh. For the LUMO energy, the calculation gives 0.74 eV.

Entry 2:
Molecular formula: C4H6N2O
Method: DFT, ωB97M-V/def2-TZVPD

XYZ file:
```
13
Properties=species:S:1:pos:R:3:mulliken_charge:R:1
C 0.014 -1.235 -0.086 -0.1566
O -2.419 1.336 -0.297 -0.4974
N 2.080 0.299 0.514 -0.5761
H 2.766 -0.287 0.046 0.2968
N -0.120 0.970 -0.081 0.0229
C 0.758 0.021 0.125 0.0543
H 0.131 1.945 -0.222 0.2641
H 0.350 -1.190 -1.153 0.2068
H 0.409 -2.172 0.314 0.4307
H 2.128 0.063 1.505 0.2878
C -1.421 0.410 -0.188 0.5685
H -3.213 0.782 -0.329 0.3629
C -1.462 -0.940 -0.147 -1.2650
```

The HOMO energy comes out at -7.49 eV. The value obtained for the energy relative to the best compared isomer or geometry (same formula, charge and spin) is 96.8 kcal/mol. As for the HOMO-LUMO gap: 7.94 eV. Its net charge is 0. The total energy comes out at -340.640726 Eh. For the LUMO energy, the calculation gives 0.45 eV.